{"formula": "C36H24F3N5O4PdSb", "method": "ωB97M-V/def2-TZVPD", "gap_ev": 7.78, "homo_energy_ha": -0.20372, "e_lumo_ev": 2.2, "charge": -1, "symbols": ["Pd", "O", "C", "C", "C", "C", "C", "C", "C", "O", "N", "N", "C", "C", "C", "C", "C", "C", "C", "O", "H", "H", "H", "H", "H", "H", "H", "H", "H", "H", "F", "C", "C", "C", "C", "C", "C", "Sb", "C", "C", "C", "C", "F", "C", "C", "C", "C", "C", "C", "F", "C", "C", "H", "H", "H", "H", "H", "H", "H", "H", "H", "H", "H", "H", "N", "C", "O", "C", "C", "N", "C", "N", "H", "H"], "xyz": [[-1.311, -1.828, 2.161], [1.402, 0.601, 4.822], [2.515, 0.351, 4.108], [3.686, 0.991, 4.522], [4.868, 0.796, 3.840], [4.915, -0.047, 2.732], [3.761, -0.681, 2.320], [2.547, -0.495, 2.989], [1.324, -1.158, 2.484], [0.205, -0.931, 3.124], [1.421, -1.922, 1.436], [0.181, -2.432, 1.080], [0.118, -3.257, 0.099], [-1.093, -3.828, -0.421], [-0.957, -4.700, -1.521], [-2.037, -5.278, -2.134], [-3.320, -4.982, -1.644], [-3.491, -4.147, -0.572], [-2.390, -3.544, 0.093], [-2.663, -2.792, 1.112], [0.670, 0.096, 4.410], [3.627, 1.645, 5.382], [5.764, 1.307, 4.172], [5.842, -0.201, 2.196], [3.764, -1.335, 1.459], [1.060, -3.509, -0.382], [0.045, -4.899, -1.886], [-1.906, -5.942, -2.977], [-4.191, -5.420, -2.117], [-4.475, -3.915, -0.187], [-2.843, 4.119, -5.552], [-2.430, 3.264, -4.585], [-2.204, 3.752, -3.315], [-1.775, 2.867, -2.334], [-1.569, 1.517, -2.610], [-1.825, 1.069, -3.904], [-2.250, 1.935, -4.904], [-1.017, 0.154, -1.022], [0.271, 1.610, -0.116], [0.264, 1.789, 1.264], [1.059, 2.754, 1.874], [1.868, 3.529, 1.073], [2.651, 4.471, 1.647], [1.912, 3.385, -0.301], [1.103, 2.423, -0.887], [0.571, -0.815, -2.133], [1.918, -0.708, -1.787], [2.898, -1.434, -2.454], [2.512, -2.272, -3.480], [3.461, -2.980, -4.140], [1.192, -2.427, -3.847], [0.230, -1.702, -3.155], [-2.361, 4.802, -3.106], [-1.590, 3.247, -1.336], [-1.686, 0.026, -4.159], [-2.442, 1.593, -5.912], [-0.359, 1.162, 1.887], [1.058, 2.889, 2.948], [2.564, 4.019, -0.888], [1.120, 2.312, -1.966], [2.219, -0.070, -0.967], [3.943, -1.360, -2.183], [0.928, -3.115, -4.639], [-0.812, -1.871, -3.406], [-3.100, 3.584, 1.929], [-3.091, 2.213, 1.898], [-3.285, 1.606, 0.848], [-2.810, 1.550, 3.165], [-2.448, 2.296, 4.308], [-2.169, 2.982, 5.196], [-2.868, 0.169, 3.225], [-2.890, -0.995, 3.360], [-2.734, 4.074, 2.728], [-3.067, 4.039, 1.034]], "forces_ev_per_angstrom": [[-0.25, 0.03, 0.13], [0.01, 0.02, 0.00], [0.00, 0.01, -0.02], [0.01, 0.00, 0.00], [0.00, 0.00, 0.01], [0.00, -0.01, 0.00], [-0.01, 0.03, -0.01], [0.02, 0.03, -0.01], [0.04, -0.11, -0.04], [-0.01, 0.06, -0.02], [0.04, 0.03, 0.02], [0.01, -0.13, 0.12], [0.03, 0.06, -0.04], [0.00, 0.00, 0.01], [0.00, 0.02, -0.03], [0.01, 0.00, 0.00], [-0.01, 0.00, 0.01], [0.00, 0.00, -0.02], [0.00, 0.02, -0.01], [-0.03, -0.02, 0.03], [-0.03, 0.01, -0.02], [0.00, 0.00, 0.00], [0.00, 0.00, 0.00], [0.00, 0.00, 0.00], [0.00, 0.00, 0.00], [0.01, 0.03, -0.01], [0.01, 0.01, -0.01], [0.00, 0.00, 0.00], [0.00, 0.00, 0.00], [0.00, 0.00, 0.00], [0.00, -0.01, 0.01], [0.00, -0.01, -0.01], [0.01, -0.01, 0.01], [-0.03, 0.03, 0.03], [-0.05, -0.06, -0.02], [0.01, 0.01, 0.01], [0.00, 0.01, 0.00], [0.00, 0.10, 0.00], [-0.01, 0.03, 0.00], [0.02, -0.04, -0.02], [0.01, -0.06, 0.05], [0.00, 0.01, 0.01], [0.00, 0.00, 0.00], [0.00, 0.00, 0.00], [0.01, -0.02, -0.01], [-0.02, -0.01, 0.01], [-0.01, -0.02, 0.03], [0.00, 0.00, 0.00], [0.01, 0.01, 0.00], [-0.01, 0.00, 0.01], [-0.02, -0.02, 0.01], [0.00, -0.06, 0.03], [0.00, 0.00, 0.00], [-0.03, -0.02, 0.00], [0.00, 0.00, -0.01], [0.00, 0.00, 0.00], [-0.07, 0.01, 0.05], [0.00, 0.00, 0.02], [0.00, 0.00, 0.00], [0.01, -0.01, 0.00], [0.00, 0.03, 0.01], [0.00, 0.00, 0.00], [0.00, 0.00, 0.00], [-0.01, 0.00, 0.00], [-0.03, 0.02, 0.02], [0.20, 0.01, -0.09], [-0.01, -0.02, 0.00], [-0.20, -0.16, -0.13], [0.00, -0.01, 0.05], [0.02, 0.00, -0.01], [0.10, 0.05, 0.36], [0.27, 0.11, -0.49], [0.00, 0.00, 0.00], [0.00, 0.00, 0.01]], "mulliken_charge": [0.788, -0.739, 0.416, -0.649, -0.323, -0.827, -0.612, 0.409, 1.407, -1.224, -0.835, -0.002, -0.325, 0.373, -0.632, -0.816, -0.407, -0.568, 0.841, -0.799, 0.347, 0.442, 0.383, 0.406, 0.477, 0.372, 0.369, 0.407, 0.370, 0.456, -0.354, 0.407, -0.756, -0.012, -0.055, -0.285, -0.720, 1.586, -0.408, 0.012, -0.725, 0.253, -0.381, -0.967, -0.139, 0.280, -0.156, -0.778, 0.434, -0.372, -1.138, -0.400, 0.435, 0.348, 0.181, 0.437, 0.214, 0.553, 0.438, 0.521, 0.242, 0.453, 0.449, 0.481, -0.387, 0.700, -0.675, 0.263, -0.161, -0.629, 0.630, -0.788, 0.217, 0.246]}